No. 1
{
  "formula": "C19H18BClN6O4S2Tc",
  "method": "wB97M-V/def2-TZVPD",
  "species": ["Tc", "O", "C", "O", "C", "C", "Cl", "N", "N", "C", "C", "O", "O", "C", "C", "C", "C", "C", "C", "H", "H", "H", "H", "H", "H", "C", "N", "C", "C", "N", "B", "N", "C", "C", "N", "C", "C", "S", "C", "S", "H", "H", "H", "H", "H", "H", "H", "H", "H", "H", "H", "H"],
  "positions_angstrom": [[0.704, 0.694, -0.616], [3.633, -3.552, -3.391], [2.361, -3.891, -3.241], [1.918, -4.939, -3.602], [1.448, -2.896, -2.578], [0.077, -3.104, -2.362], [-0.906, -4.395, -2.781], [-0.427, -2.020, -1.728], [0.550, -1.118, -1.544], [1.682, -1.640, -2.029], [2.861, -0.755, -1.848], [3.974, -0.976, -2.217], [2.501, 0.385, -1.207], [-1.741, -1.726, -1.233], [-2.349, -0.555, -1.669], [-3.587, -0.211, -1.141], [-4.198, -1.041, -0.213], [-3.582, -2.218, 0.193], [-2.337, -2.570, -0.309], [3.873, -2.667, -3.059], [-1.894, 0.038, -2.455], [-4.084, 0.687, -1.480], [-5.169, -0.781, 0.185], [-4.080, -2.874, 0.894], [-1.849, -3.484, -0.001], [2.699, 3.522, -1.833], [2.236, 3.384, -0.450], [2.931, 3.726, 0.635], [2.107, 3.518, 1.742], [0.935, 3.059, 1.310], [-0.372, 2.966, 2.198], [-0.796, 1.484, 2.534], [-1.934, 1.319, 3.280], [-2.118, -0.009, 3.496], [-1.094, -0.661, 2.866], [-0.882, -2.104, 2.920], [-0.299, 0.267, 2.292], [1.178, -0.145, 1.463], [0.996, 2.923, -0.054], [-0.391, 2.656, -1.084], [3.554, 4.190, -1.833], [1.897, 3.949, -2.429], [2.989, 2.545, -2.214], [3.943, 4.092, 0.582], [2.304, 3.698, 2.785], [-0.110, 3.509, 3.224], [-1.257, 3.469, 1.573], [-2.522, 2.164, 3.594], [-2.878, -0.539, 4.042], [-1.838, -2.600, 2.781], [-0.458, -2.377, 3.885], [-0.200, -2.396, 2.127]],
  "e_above_lowest_kcal_mol": 0.00,
  "charge": 2,
  "gap_ha": [0.239, 0.245],
  "spin_multiplicity": 4
}

***

No. 2
{
  "formula": "C19H18Cl4N4O5OsPSSbSe4",
  "method": "wB97M-V/def2-TZVPD",
  "species": ["Os", "Cl", "C", "C", "Cl", "C", "Cl", "C", "O", "C", "O", "C", "Cl", "N", "C", "C", "C", "C", "C", "C", "S", "O", "O", "N", "C", "N", "C", "C", "C", "N", "H", "H", "H", "H", "H", "H", "H", "H", "H", "C", "P", "C", "C", "O", "H", "H", "H", "H", "H", "H", "H", "H", "H", "Se", "Sb", "Se", "Se", "Se"],
  "positions_angstrom": [[0.298, -0.336, 1.055], [3.141, -6.043, 3.537], [2.504, -4.434, 3.389], [2.555, -3.559, 4.458], [3.253, -4.057, 5.967], [2.043, -2.258, 4.321], [2.131, -1.124, 5.628], [1.478, -1.837, 3.126], [1.026, -0.619, 2.926], [1.409, -2.743, 2.030], [0.887, -2.297, 0.910], [1.934, -4.020, 2.175], [1.896, -5.073, 0.796], [-6.058, 1.316, -2.629], [-4.708, 0.989, -2.741], [-3.823, 1.769, -3.486], [-2.465, 1.476, -3.497], [-2.008, 0.383, -2.781], [-2.892, -0.438, -2.084], [-4.234, -0.147, -2.080], [-0.316, 0.089, -2.490], [-0.058, -1.323, -2.595], [0.485, 0.975, -3.302], [-0.156, 0.470, -0.904], [-0.190, 1.753, -0.464], [0.021, 1.708, 0.882], [0.023, 2.829, 1.575], [-0.204, 4.034, 0.933], [-0.414, 3.984, -0.439], [-0.398, 2.867, -1.159], [-6.224, 2.307, -2.715], [-6.433, 0.984, -1.743], [-4.191, 2.647, -4.003], [-1.756, 2.120, -3.999], [-2.515, -1.266, -1.498], [-4.914, -0.740, -1.483], [0.185, 2.738, 2.642], [-0.246, 4.965, 1.477], [-0.606, 4.897, -0.995], [2.903, -1.991, -1.184], [3.373, -0.472, -0.376], [3.644, 0.769, -1.640], [4.981, -0.773, 0.375], [2.437, 0.012, 0.708], [3.508, -2.144, -2.080], [1.846, -1.952, -1.460], [3.029, -2.820, -0.487], [4.284, 0.372, -2.430], [4.119, 1.639, -1.185], [2.689, 1.054, -2.083], [5.698, -1.127, -0.367], [4.856, -1.525, 1.154], [5.345, 0.149, 0.829], [-4.698, 2.928, 0.466], [-4.724, 1.105, 2.183], [-1.971, -0.524, 1.496], [-6.731, 0.516, 0.834], [-5.049, 1.799, 4.506]],
  "e_above_lowest_kcal_mol": 0.00,
  "charge": -2,
  "gap_ha": [0.208, 0.204],
  "spin_multiplicity": 5
}

***

No. 3
{
  "formula": "C19H18ClN3O",
  "method": "wB97M-V/def2-TZVPD",
  "species": ["C", "C", "O", "C", "N", "C", "C", "N", "C", "C", "C", "C", "C", "C", "C", "C", "N", "C", "C", "C", "Cl", "C", "C", "C", "H", "H", "H", "H", "H", "H", "H", "H", "H", "H", "H", "H", "H", "H", "H", "H", "H", "H"],
  "positions_angstrom": [[-0.506, 2.325, 5.613], [0.651, 1.313, 5.481], [0.319, 0.244, 4.582], [0.447, 0.437, 3.216], [1.100, 1.506, 2.805], [1.315, 1.861, 1.393], [2.034, 0.751, 0.622], [1.125, -0.338, 0.225], [1.018, -1.015, -1.019], [1.886, -0.823, -2.196], [1.546, 0.444, -2.917], [0.222, 0.718, -3.312], [-0.094, 1.897, -3.984], [0.931, 2.796, -4.312], [2.248, 2.521, -3.942], [2.548, 1.382, -3.195], [0.034, -1.862, -1.010], [-0.520, -1.796, 0.265], [-1.597, -2.462, 0.808], [-2.028, -2.266, 2.137], [-3.440, -3.144, 2.691], [-1.316, -1.305, 2.909], [-0.234, -0.555, 2.377], [0.141, -0.836, 1.040], [-1.421, 1.806, 5.898], [-0.687, 2.838, 4.663], [-0.240, 3.084, 6.355], [0.880, 0.896, 6.488], [1.576, 1.816, 5.210], [1.913, 2.787, 1.396], [0.372, 2.159, 0.918], [2.490, 1.189, -0.246], [2.818, 0.282, 1.248], [1.817, -1.689, -2.882], [2.905, -0.746, -1.881], [-0.555, -0.042, -3.043], [-1.107, 2.141, -4.293], [0.767, 3.757, -4.808], [3.003, 3.224, -4.239], [3.603, 1.240, -2.889], [-2.127, -3.150, 0.115], [-1.611, -1.158, 3.939]],
  "e_above_lowest_kcal_mol": 13.19,
  "smiles": "CCOC1=NCCn2c(Cc3ccccc3)nc3cc(Cl)cc1c32",
  "gap_ha": 0.319
}

***

No. 4
{
  "formula": "C19H18ClN3O5",
  "method": "wB97M-V/def2-TZVPD",
  "species": ["O", "C", "N", "C", "C", "C", "N", "C", "O", "N", "C", "C", "C", "C", "C", "C", "O", "C", "C", "C", "C", "C", "C", "C", "Cl", "O", "C", "O", "H", "H", "H", "H", "H", "H", "H", "H", "H", "H", "H", "H", "H", "H", "H", "H", "H", "H"],
  "positions_angstrom": [[1.545, -0.910, 1.786], [0.859, -0.230, 1.025], [1.419, 0.747, 0.262], [2.788, 1.187, 0.375], [3.054, 2.341, -0.596], [2.217, 3.572, -0.201], [0.813, 3.480, -0.617], [0.269, 3.572, -1.886], [0.866, 3.708, -2.950], [-1.084, 3.458, -1.729], [-1.423, 3.245, -0.402], [-2.629, 2.878, 0.225], [-2.597, 2.658, 1.602], [-1.444, 2.819, 2.370], [-0.241, 3.140, 1.681], [-0.241, 3.328, 0.307], [-0.472, -0.333, 0.886], [-1.073, -1.477, 1.476], [-1.015, -2.667, 0.513], [0.096, -3.468, 0.383], [0.089, -4.607, -0.457], [-1.009, -4.905, -1.224], [-2.116, -4.092, -1.150], [-2.163, -3.003, -0.305], [-3.602, -2.048, -0.319], [-0.903, -5.993, -2.020], [0.450, -6.410, -1.748], [1.039, -5.513, -0.775], [0.767, 1.256, -0.307], [2.949, 1.535, 1.429], [3.481, 0.374, 0.233], [4.122, 2.592, -0.526], [2.842, 2.020, -1.651], [2.677, 4.474, -0.680], [2.332, 3.760, 0.892], [-1.644, 3.118, -2.530], [-3.571, 2.744, -0.324], [-3.529, 2.298, 2.024], [-1.418, 2.561, 3.433], [0.649, 3.142, 2.250], [-0.639, -1.752, 2.431], [-2.093, -1.222, 1.713], [1.029, -3.240, 0.915], [-2.958, -4.346, -1.762], [0.467, -7.415, -1.344], [1.042, -6.376, -2.704]],
  "smiles": "O=C(NCCCn1c(=O)[nH]c2ccccc21)OCc1cc2c(cc1Cl)OCO2",
  "gap_ha": 0.323
}

***

No. 5
{
  "formula": "C19H18F10N2OS2W",
  "method": "wB97M-V/def2-TZVPD",
  "species": ["W", "C", "C", "S", "C", "C", "S", "H", "H", "H", "H", "H", "H", "F", "C", "C", "C", "C", "C", "C", "C", "H", "H", "H", "H", "H", "H", "C", "N", "C", "C", "N", "C", "H", "H", "H", "H", "H", "H", "F", "C", "F", "F", "C", "O", "C", "F", "F", "F", "C", "F", "F", "F"],
  "positions_angstrom": [[0.634, -0.286, 0.447], [-0.390, -2.317, 4.600], [-0.064, -2.153, 3.154], [0.772, -0.649, 2.736], [-0.409, -2.985, 2.162], [-1.172, -4.251, 2.298], [0.018, -2.568, 0.473], [0.159, -1.585, 5.189], [-0.148, -3.317, 4.956], [-1.453, -2.136, 4.761], [-1.299, -4.544, 3.335], [-0.668, -5.047, 1.755], [-2.156, -4.122, 1.849], [2.712, 5.144, 0.045], [2.655, 3.826, 0.002], [2.218, 3.133, 1.123], [2.232, 1.737, 1.114], [2.664, 1.033, -0.049], [2.723, -0.459, 0.029], [3.073, 1.777, -1.171], [3.097, 3.158, -1.138], [1.959, 3.675, 2.019], [2.240, 1.240, 2.094], [3.366, -0.757, 0.874], [3.147, -0.905, -0.883], [3.463, 1.255, -2.032], [3.511, 3.731, -1.953], [-0.187, -1.917, -4.930], [0.025, -1.115, -3.758], [-0.068, 0.241, -3.702], [0.195, 0.606, -2.415], [0.448, -0.535, -1.677], [0.333, -1.551, -2.543], [0.340, -1.487, -5.779], [-1.248, -1.960, -5.179], [0.176, -2.925, -4.751], [-0.320, 0.839, -4.554], [0.209, 1.597, -1.985], [0.476, -2.583, -2.274], [-1.495, 1.399, 2.658], [-2.353, 0.870, 1.789], [-2.027, -0.470, 1.773], [-3.577, 1.001, 2.204], [-2.000, 1.378, 0.370], [-0.650, 1.176, 0.248], [-2.742, 0.489, -0.676], [-3.967, 0.169, -0.357], [-2.008, -0.680, -0.751], [-2.711, 0.993, -1.895], [-2.368, 2.882, 0.153], [-3.672, 3.045, 0.054], [-1.790, 3.294, -0.972], [-1.904, 3.614, 1.152]],
  "e_above_lowest_kcal_mol": 38.97,
  "charge": 2,
  "gap_ha": [0.199, 0.199]
}